Density functional theory data (ωB97M-V/def2-TZVPD) for a single HO2PS molecule at a distorted geometry.

Last column: Löwdin charge in e.
Cartesian coordinates (Å):
O1 1.475 -1.360 0.148  -0.4771
P1 0.761 -0.687 1.208  0.7756
O2 -0.549 0.156 0.578  -0.9147
S1 -0.679 0.270 -1.103  0.6921
H1 -1.009 1.621 -0.832  -0.0758

HOMO level: -9.573 eV
gap between HOMO and LUMO: 9.245 eV
E: -24235.01679 eV
ΔE to the lowest compared entry with this formula, charge and spin: 0.1993 eV

***

Density functional theory data (ωB97M-V/def2-TZVPD) for a single C3H7ClN2 molecule at a distorted geometry.

Last column: Löwdin charge in e.
Cartesian coordinates (Å):
C1 -1.025 1.743 0.053  -0.1535
C2 -0.549 0.354 -0.274  -0.6787
Cl1 -1.876 -0.921 0.020  0.4934
C3 0.761 0.005 0.416  -0.2249
N1 1.716 -0.053 -0.388  -0.0644
N2 2.954 -0.391 0.029  0.0021
H1 -1.951 2.080 -0.380  0.0608
H2 -1.255 1.907 1.123  0.0811
H3 -0.238 2.505 -0.181  0.0954
H4 -0.376 0.225 -1.378  0.1021
H5 0.987 -0.101 1.467  0.1195
H6 3.216 -0.290 0.991  0.0778
H7 3.699 -0.175 -0.627  0.0893

HOMO level: -9.154 eV
gap between HOMO and LUMO: 10.227 eV
E: -18725.89036 eV
ΔE to the lowest compared entry with this formula, charge and spin: 1.4426 eV

***

Density functional theory data (ωB97M-V/def2-TZVPD) for 2 unconnected molecules or ions with the total composition C3H9N at a distorted geometry.

Last column: Löwdin charge in e.
Cartesian coordinates (Å):
C1 -2.357 2.470 3.819  -0.1484
N1 -1.148 2.779 4.079  0.0059
H1 -3.038 2.250 4.638  0.0531
H2 -2.702 2.424 2.784  0.0588
H3 -0.753 3.037 3.169  0.0307
C2 0.865 -2.113 -3.603  -0.1763
C3 2.300 -2.543 -3.267  -0.1730
H4 0.174 -2.934 -3.724  0.0515
H5 0.457 -1.339 -2.960  0.0583
H6 0.825 -1.748 -4.644  0.0609
H7 3.021 -1.719 -3.246  0.0612
H8 2.617 -3.406 -3.843  0.0563
H9 2.340 -2.917 -2.225  0.0611

HOMO level: -10.454 eV
gap between HOMO and LUMO: 11.655 eV
E: -4745.84881 eV
ΔE to the lowest compared entry with this formula, charge and spin: 1.2603 eV